Entry 1:
110
Properties=species:S:1:pos:R:3 method="wB97M-V/def2-TZVPD" smiles="CCCCCCC[C@@]1(CC)OS(=O)(=O)O[C@@]1(NCCC)[C@@H](Cl)[C@@H](C)Cl.CCOP(=O)(OCC)OCC.CCOP(=O)(OCC)OCC" homo_ha=-0.352 e_lumo_ev=0.315
C -7.110 -1.876 -4.230
C -5.699 -1.477 -4.744
C -4.590 -2.211 -3.972
C -4.104 -1.462 -2.722
C -2.670 -1.880 -2.358
C -2.642 -3.339 -1.856
C -1.235 -3.615 -1.304
C -0.872 -5.073 -0.963
C 0.513 -5.017 -0.233
C 0.521 -5.679 1.160
O -1.811 -5.395 0.130
S -3.015 -6.291 -0.373
O -4.246 -5.581 -0.414
O -3.156 -7.507 0.346
O -2.500 -6.427 -1.899
C -1.107 -6.252 -1.957
N -0.408 -7.379 -1.275
C -0.881 -8.722 -1.702
C -1.278 -9.626 -0.511
C -2.561 -10.445 -0.767
C -0.465 -6.237 -3.386
Cl -1.808 -6.483 -4.580
C 0.326 -4.945 -3.788
C 1.340 -5.344 -4.881
Cl -0.732 -3.729 -4.582
H -7.073 -2.818 -3.682
H -7.540 -1.110 -3.586
H -7.755 -2.039 -5.095
H -5.560 -0.394 -4.732
H -5.657 -1.798 -5.788
H -3.734 -2.339 -4.643
H -4.951 -3.195 -3.669
H -4.154 -0.378 -2.860
H -4.720 -1.687 -1.844
H -2.014 -1.752 -3.222
H -2.292 -1.234 -1.555
H -3.407 -3.411 -1.089
H -2.817 -3.976 -2.724
H -0.519 -3.166 -1.996
H -1.127 -3.045 -0.376
H 1.295 -5.529 -0.798
H 0.786 -3.978 -0.054
H 0.026 -5.054 1.902
H 1.563 -5.747 1.492
H 0.132 -6.693 1.141
H 0.575 -7.333 -1.496
H -0.015 -9.226 -2.148
H -1.644 -8.704 -2.481
H -1.311 -9.048 0.409
H -0.474 -10.356 -0.367
H -2.741 -10.470 -1.843
H -3.423 -10.018 -0.256
H -2.437 -11.459 -0.384
H 0.192 -7.079 -3.564
H 0.856 -4.494 -2.953
H 0.818 -5.429 -5.833
H 2.028 -4.507 -5.003
H 1.854 -6.270 -4.625
C 2.512 0.748 3.957
C 2.346 -0.080 2.698
O 1.633 0.624 1.684
P 2.407 1.495 0.539
O 3.665 0.769 0.251
O 1.500 1.194 -0.770
C 2.049 0.578 -1.933
C 1.848 -0.921 -1.889
O 1.566 2.861 0.749
C 1.661 3.605 1.965
C 3.058 4.132 2.221
H 3.099 1.648 3.759
H 3.022 0.172 4.730
H 1.542 1.062 4.347
H 3.319 -0.419 2.341
H 1.760 -0.972 2.926
H 3.101 0.834 -2.054
H 1.519 0.995 -2.791
H 2.231 -1.348 -0.961
H 2.347 -1.406 -2.731
H 0.783 -1.161 -1.932
H 1.296 3.004 2.800
H 0.971 4.443 1.861
H 3.793 3.321 2.245
H 3.096 4.663 3.173
H 3.359 4.818 1.428
C -0.536 10.675 2.722
C 0.484 11.372 3.601
O 1.300 10.445 4.313
P 2.735 9.937 3.724
O 3.312 11.090 2.995
O 3.637 9.861 5.068
C 4.826 10.638 5.215
C 4.533 11.945 5.922
O 2.448 8.352 3.885
C 1.434 7.706 3.114
C 1.708 7.758 1.625
H -0.044 10.070 1.957
H -1.174 11.404 2.222
H -1.170 10.012 3.313
H 1.086 12.060 3.005
H -0.034 11.970 4.353
H 5.305 10.806 4.252
H 5.516 10.043 5.816
H 3.730 12.493 5.429
H 5.422 12.577 5.953
H 4.206 11.756 6.946
H 0.455 8.122 3.360
H 1.420 6.666 3.444
H 1.814 8.789 1.273
H 0.896 7.285 1.072
H 2.638 7.238 1.390

***

Entry 2:
39
Properties=species:S:1:pos:R:3 method="wB97M-V/def2-TZVPD" homo_ha="-0.273 / -0.288" multiplicity=4 e_lumo_ev="-1.823 / -1.731"
V 0.968 1.681 -2.092
N -2.963 -4.255 5.489
C -2.520 -3.598 4.600
C -1.895 -2.760 3.556
C -0.932 -3.269 2.622
C -0.382 -2.483 1.617
C -0.718 -1.126 1.545
C -1.630 -0.577 2.440
C -2.242 -1.391 3.394
C -0.122 -0.298 0.441
C 0.577 0.905 0.782
C 0.838 1.356 2.124
C 1.644 2.496 2.056
C 1.869 2.752 0.693
N 1.260 1.817 -0.091
C -0.311 -0.730 -0.892
C -1.112 -1.847 -1.294
C -1.205 -1.846 -2.699
C -0.438 -0.786 -3.157
N 0.116 -0.088 -2.125
H -0.594 -4.274 2.750
H 0.274 -2.887 0.855
H -1.833 0.505 2.431
H -2.996 -0.946 4.055
H 0.479 0.866 3.021
H 2.052 3.062 2.908
H 2.517 3.513 0.272
H -1.578 -2.593 -0.668
H -1.767 -2.568 -3.298
H -0.205 -0.506 -4.172
I 1.574 2.765 -4.458
C -0.393 3.759 -4.026
I -1.211 3.421 -2.013
H -1.102 3.317 -4.733
H -0.233 4.857 -4.134
F 4.299 1.455 -1.817
C 3.216 0.642 -1.985
F 3.183 -0.214 -0.915
F 3.518 -0.126 -3.083

***

Entry 3:
8
Properties=species:S:1:pos:R:3 method="wB97M-V/def2-TZVPD" relative_energy_ev=6.6837 homo_ha="-0.352 / -0.353" e_lumo_ev="-2.579 / -2.430"
C 0.285 0.840 0.429
O 1.385 -2.748 -0.299
O -1.960 -0.561 0.075
S -0.551 -0.644 -0.269
H 0.026 0.908 1.482
H 1.352 0.684 0.310
H -0.048 1.732 -0.095
H -0.489 -0.211 -1.633

***

Entry 4:
10
Properties=species:S:1:pos:R:3 method="wB97M-V/def2-TZVPD" smiles=CN.O relative_energy_ev=1.3033 homo_ha=-0.362 e_lumo_ev=0.952
C 1.607 0.177 0.040
N 0.906 -0.652 -0.850
H 1.628 -0.332 1.123
H 2.731 0.617 -0.150
H 1.056 1.174 0.034
H 1.121 -0.433 -1.788
H 1.499 -1.544 -0.825
O -2.387 0.530 0.773
H -1.746 -0.257 0.321
H -3.181 0.036 0.812

***

Entry 5:
21
Properties=species:S:1:pos:R:3 method="wB97M-V/def2-TZVPD" homo_ha="-0.252 / -0.350" multiplicity=3 e_lumo_ev="-0.097 / -2.670"
C -0.301 0.174 -1.220
C -0.975 -0.680 -0.407
C 0.817 -0.008 -2.147
C -2.141 -0.402 0.508
C -0.591 -2.154 -0.292
F 0.998 3.198 0.036
F -0.610 2.308 1.507
F 2.468 0.419 3.511
F 3.399 1.006 1.556
Si 0.731 1.827 0.926
Si 2.342 1.734 2.524
H -0.750 1.113 -1.302
H 1.673 0.553 -1.836
H 0.447 0.258 -3.157
H 1.229 -1.075 -2.010
H -1.781 -0.234 1.570
H -2.900 -1.185 0.588
H -2.747 0.513 0.271
H -0.134 -2.236 0.694
H 0.329 -2.408 -0.946
H -1.502 -2.720 -0.376

***

Entry 6:
9
Properties=species:S:1:pos:R:3 method="wB97M-V/def2-TZVPD" relative_energy_ev=4.5515 homo_ha="-0.124 / -0.139" e_lumo_ev="4.074 / 4.114" total_charge=-1
C 0.335 -1.727 -0.235
C -0.147 1.662 0.845
C -0.105 -0.326 -0.712
O 0.113 -2.606 -1.058
O 0.841 -1.669 0.881
O -0.157 0.854 -0.175
F -0.885 -0.374 -1.945
H 0.516 1.496 1.765
H -0.510 2.690 0.632

***

Entry 7:
5
Properties=species:S:1:pos:R:3 method="wB97M-V/def2-TZVPD" relative_energy_ev=0.0000 homo_ha="-0.362 / -0.356" multiplicity=3 e_lumo_ev="1.014 / -2.518"
N 1.053 0.417 0.260
F 1.759 -0.663 -0.124
S -1.616 -0.937 -0.009
H 0.971 0.996 -0.588
H -2.166 0.188 0.460

***

Entry 8:
20
Properties=species:S:1:pos:R:3 method="wB97M-V/def2-TZVPD" relative_energy_ev=4.9735 homo_ha="-0.346 / -0.255" e_lumo_ev="0.918 / -0.818"
C -0.143 0.808 -1.797
C 0.540 0.099 0.496
C 1.473 1.086 -0.052
C 1.041 1.469 -1.561
C -0.508 -0.051 -0.621
C 0.677 -0.361 1.899
C -0.551 -1.542 -0.967
C -1.882 0.221 0.080
H 1.307 2.033 0.510
H 2.492 0.746 -0.214
H 1.601 2.188 -2.073
H 0.278 -1.342 1.903
H 0.125 0.107 2.684
H 1.718 -0.512 2.244
H -0.657 -2.267 -0.151
H 0.408 -1.862 -1.289
H -1.273 -1.544 -1.739
H -2.672 0.318 -0.764
H -1.970 1.073 0.703
H -2.002 -0.671 0.708

***

Entry 9:
46
Properties=species:S:1:pos:R:3 method="wB97M-V/def2-TZVPD" smiles="CC(C)C[C@H](N)C(=O)N[C@@H](Cc1c[nH]c2ccccc12)C(=O)O" relative_energy_ev=4.3186 homo_ha=-0.297 e_lumo_ev=0.564
C -4.920 -0.437 1.334
C -4.649 -0.719 -0.128
C -5.957 -1.055 -0.948
C -3.808 0.558 -0.691
C -2.387 0.762 -0.203
N -1.782 2.005 -0.534
C -1.341 -0.315 -0.631
O -1.671 -1.435 -1.116
N -0.025 -0.059 -0.403
C 0.510 0.850 0.587
C 1.238 -0.005 1.640
C 2.525 -0.718 0.999
C 2.613 -2.105 0.805
N 3.728 -2.443 0.113
C 4.380 -1.325 -0.226
C 5.618 -1.260 -0.834
C 6.220 -0.028 -1.069
C 5.520 1.112 -0.558
C 4.279 0.999 0.108
C 3.662 -0.172 0.261
C 1.340 2.064 0.197
O 1.643 2.945 0.955
O 1.694 2.098 -1.173
H -4.017 -0.392 1.922
H -5.536 -1.286 1.879
H -5.411 0.584 1.680
H -3.968 -1.543 -0.212
H -6.643 -0.199 -0.897
H -5.812 -1.417 -1.923
H -6.389 -1.954 -0.503
H -4.296 1.442 -0.560
H -3.911 0.394 -1.807
H -2.320 0.686 0.923
H -2.029 2.926 0.018
H -1.747 2.059 -1.548
H 0.518 -0.956 -0.499
H -0.320 1.275 1.131
H 0.585 -0.672 2.211
H 1.739 0.783 2.287
H 1.993 -2.848 1.442
H 4.203 -3.453 0.165
H 6.106 -2.239 -1.215
H 7.242 0.156 -1.399
H 6.172 2.125 -0.653
H 4.024 1.926 0.692
H 1.383 1.286 -1.616

***

Entry 10:
50
Properties=species:S:1:pos:R:3 method="wB97M-V/def2-TZVPD" smiles="CC(C)CNC(=O)[C@@H]1CCCN(C(=O)NCc2ccccc2)C1" relative_energy_ev=0.2525 homo_ha=-0.331 e_lumo_ev=0.639
C -0.220 -2.352 -1.075
C -0.421 -2.706 0.395
C 0.011 -4.145 0.663
C -1.890 -2.515 0.796
N -2.276 -1.122 0.785
C -3.136 -0.627 -0.115
O -3.695 -1.311 -0.955
C -3.473 0.871 -0.013
C -3.469 1.477 -1.422
C -2.035 1.622 -1.919
C -1.202 2.465 -0.947
N -1.241 1.880 0.374
C -0.197 1.360 1.078
O -0.383 0.602 2.026
N 1.057 1.723 0.700
C 2.229 1.212 1.371
C 3.221 0.615 0.408
C 2.784 -0.062 -0.723
C 3.693 -0.622 -1.602
C 5.052 -0.512 -1.360
C 5.495 0.161 -0.234
C 4.585 0.724 0.643
C -2.587 1.728 0.892
H -0.518 -1.322 -1.263
H 0.823 -2.472 -1.360
H -0.831 -2.996 -1.705
H 0.187 -2.033 1.010
H -0.597 -4.836 0.084
H 1.053 -4.286 0.385
H -0.099 -4.390 1.717
H -2.545 -3.040 0.097
H -2.049 -2.911 1.804
H -1.732 -0.522 1.397
H -4.495 0.906 0.381
H -3.954 2.456 -1.404
H -4.029 0.822 -2.089
H -1.587 0.630 -2.009
H -2.020 2.091 -2.904
H -1.614 3.482 -0.899
H -0.178 2.526 -1.316
H 1.202 2.455 0.026
H 2.708 2.005 1.959
H 1.869 0.446 2.067
H 1.724 -0.152 -0.908
H 3.340 -1.146 -2.478
H 5.762 -0.949 -2.045
H 6.554 0.251 -0.040
H 4.935 1.250 1.520
H -3.034 2.730 0.951
H -2.525 1.327 1.905

***

Entry 11:
7
Properties=species:S:1:pos:R:3 method="wB97M-V/def2-TZVPD" relative_energy_ev=4.3910 homo_ha="-0.326 / -0.326" e_lumo_ev="-0.212 / -0.213"
C -0.415 -0.857 -1.057
C -1.220 -0.367 -0.116
C 0.039 0.270 0.422
O 1.756 1.555 1.688
S 1.550 0.706 0.532
H 0.492 -0.986 -1.592
H -2.201 -0.320 0.122

***

Entry 12:
10
Properties=species:S:1:pos:R:3 method="wB97M-V/def2-TZVPD" smiles=NOc1nncs1 relative_energy_ev=2.9920 homo_ha=-0.357 e_lumo_ev=0.596
N -2.302 -0.236 0.103
O -1.223 -1.068 -0.223
C 0.136 -0.254 -0.058
N 0.233 1.017 -0.071
N 1.498 1.403 0.034
C 2.333 0.432 0.116
S 1.605 -1.148 0.079
H -2.703 0.121 -0.764
H -2.970 -0.836 0.579
H 3.392 0.568 0.206

***

Entry 13:
19
Properties=species:S:1:pos:R:3 method="wB97M-V/def2-TZVPD" relative_energy_ev=0.0000 homo_ha="-0.161 / -0.189" multiplicity=4 e_lumo_ev="2.269 / 1.128" total_charge=-1
Pt 1.166 0.594 -0.377
S 4.473 4.324 -0.084
Sb 2.777 3.195 0.885
S 0.741 3.008 -0.309
S 3.026 0.838 1.043
N -1.895 -0.539 2.350
C -2.493 -1.074 1.231
C -1.657 -0.801 0.195
N -0.563 -0.126 0.681
C -0.730 0.021 1.972
H -2.256 -0.557 3.286
H -3.440 -1.580 1.274
H -1.729 -1.049 -0.848
H -0.032 0.513 2.629
O 1.928 -1.241 -3.101
Cl 0.540 -1.383 -2.803
O -0.215 -1.771 -3.951
O 0.357 -2.318 -1.724
O 0.002 -0.055 -2.349

***

Entry 14:
142
Properties=species:S:1:pos:R:3 method="wB97M-V/def2-TZVPD" homo_ha=-0.376 e_lumo_ev=-1.575
C -3.244 -3.816 -0.118
C -1.803 -3.783 -0.966
O -1.851 -3.493 -2.270
O -0.592 -4.035 -0.167
C 0.341 -2.898 -0.190
C 0.037 -1.725 0.915
N -1.351 -1.127 0.851
S -1.522 0.071 -0.408
O -3.073 0.263 -0.632
O -0.875 1.453 -0.013
F -0.896 -0.408 -1.944
H -3.608 -4.934 0.031
H -2.946 -3.443 0.976
H -4.064 -3.123 -0.583
H 1.411 -3.347 0.093
H 0.476 -2.469 -1.289
H 0.214 -2.172 2.003
H 0.831 -0.847 0.791
H -1.565 -0.615 1.753
O -1.290 4.562 0.442
H -1.910 4.035 0.969
H -0.806 3.903 -0.077
O 1.983 4.975 1.039
H 1.190 5.517 0.911
H 1.634 4.088 1.212
O 2.068 4.348 4.091
H 2.140 4.461 3.131
H 1.222 3.890 4.210
O -0.987 -5.547 -4.180
H -0.050 -5.453 -4.409
H -1.181 -4.755 -3.658
O 0.013 0.489 2.976
H 0.016 0.430 3.943
H 0.386 1.364 2.793
O 3.872 7.180 3.282
H 3.251 6.653 3.808
H 4.356 6.521 2.762
O 5.608 4.411 4.010
H 6.177 4.869 4.647
H 4.740 4.396 4.440
O 1.699 -5.003 -5.175
H 2.191 -5.100 -6.004
H 1.893 -4.096 -4.893
O 0.596 0.987 6.063
H 1.165 1.445 6.700
H -0.273 0.973 6.493
O 4.220 10.445 2.901
H 3.427 10.987 2.774
H 3.872 9.558 3.074
O 1.583 -6.594 -2.440
H 1.655 -6.481 -3.400
H 0.738 -7.052 -2.321
O 1.439 -6.299 -7.863
H 0.646 -5.757 -7.991
H 1.091 -7.187 -7.690
O 3.427 2.727 1.075
H 3.920 2.630 0.246
H 3.621 3.634 1.357
O 0.858 -7.078 -10.653
H 0.223 -6.390 -10.904
H 1.210 -6.773 -9.803
O -4.277 1.988 1.777
H -4.777 2.787 1.553
H -3.921 1.689 0.927
O 7.807 3.536 6.475
H 7.629 2.991 5.694
H 8.669 3.939 6.287
O -3.243 -4.421 -6.229
H -3.153 -3.457 -6.283
H -2.544 -4.687 -5.613
O -3.055 -5.656 2.178
H -3.832 -6.073 2.581
H -2.330 -6.266 2.381
O 3.130 -9.290 -3.331
H 2.575 -8.560 -3.019
H 2.777 -10.066 -2.870
O -6.758 3.598 0.963
H -7.380 3.129 0.387
H -6.982 4.533 0.839
O 2.189 -0.925 -0.810
H 1.690 -0.125 -1.033
H 2.546 -1.223 -1.660
O 4.365 -4.978 -4.401
H 3.745 -5.505 -3.875
H 4.849 -5.637 -4.921
O -8.256 4.348 -0.892
H -8.756 5.148 -1.115
H -7.900 4.050 -1.742
O 4.020 4.686 -1.276
H 4.589 5.144 -0.639
H 3.152 4.672 -0.845
O -5.342 -2.508 1.201
H -5.339 -2.566 2.168
H -4.969 -1.632 1.018
O -3.869 -5.480 4.666
H -3.779 -4.517 4.612
H -3.170 -5.747 5.282
O -0.519 -2.064 3.984
H -1.154 -1.376 3.733
H -0.167 -1.759 4.833
O -7.336 -4.208 -0.831
H -6.767 -3.750 -0.194
H -8.204 -4.222 -0.401
O 1.317 6.553 5.928
H 0.697 6.026 6.454
H 1.802 5.894 5.408
O 0.543 -3.276 -8.238
H 1.479 -3.181 -8.467
H 0.348 -2.483 -7.716
O -5.756 5.981 -1.608
H -6.532 5.564 -1.205
H -5.031 5.371 -1.406
O 2.358 -8.760 -8.427
H 2.178 -8.950 -9.359
H 3.322 -8.826 -8.356
O 2.238 12.210 0.797
H 2.060 11.665 0.016
H 3.100 12.613 0.609
O 5.998 2.027 2.145
H 6.195 2.682 2.831
H 5.126 1.684 2.391
O 4.325 13.376 -1.112
H 3.825 14.175 -1.336
H 4.681 13.077 -1.963
O 1.643 2.068 8.799
H 1.034 1.837 9.517
H 2.517 1.853 9.156
O 7.161 14.864 -1.655
H 7.357 15.519 -0.968
H 6.289 14.521 -1.408
O -3.445 -8.061 0.701
H -2.953 -8.158 -0.128
H -3.252 -7.154 0.983
O -3.307 4.003 4.170
H -3.929 3.535 3.593
H -3.531 4.938 4.045
O 2.768 -12.066 -1.873
H 2.148 -12.592 -1.347
H 3.252 -12.725 -2.393
O -10.129 -4.822 1.031
H -10.922 -4.280 0.903
H -10.478 -5.709 1.204

***

| no. | energy (a.u.) |
| --- | --- |
| 1 | -4101.76100 |
| 2 | -2696.29127 |
| 3 | -588.92228 |
| 4 | -172.23026 |
| 5 | -1175.02546 |
| 6 | -441.02818 |
| 7 | -553.81670 |
| 8 | -311.80363 |
| 9 | -1051.51696 |
| 10 | -1016.91730 |
| 11 | -588.72144 |
| 12 | -715.58628 |
| 13 | -2541.34813 |
| 14 | -4144.76471 |